Record 1
# C45H34FN4OS7V

A structure of composition C45H34FN4OS7V (the ωB97M-V functional and the def2-TZVPD basis, OMol25).

Atoms and positions in Å:
V: 0.3237 2.2873 0.7728
N: -0.4919 1.5947 -0.9054
S: -1.6831 0.7495 -0.7826
N: -1.7606 -0.5688 0.2135
S: -0.7141 -1.6944 0.2045
N: 0.6008 -1.6215 -0.6097
S: 1.6972 -0.4886 -0.0527
N: 1.2745 0.4676 0.9602
C: 3.0190 -1.5179 0.5230
C: 3.5785 -1.1541 1.7346
C: 4.5911 -1.9530 2.2590
C: 5.0109 -3.0838 1.5761
C: 4.4371 -3.4297 0.3527
C: 3.4335 -2.6430 -0.1837
C: 2.3400 0.0302 -1.6218
C: 3.3516 0.9752 -1.5007
C: 3.9270 1.4866 -2.6523
C: 3.4933 1.0500 -3.8979
C: 2.4807 0.1034 -3.9995
C: 1.8881 -0.4167 -2.8566
C: -0.4528 -2.0903 1.8997
C: 0.5145 -3.0545 2.1702
C: 0.8117 -3.3210 3.4941
C: 0.1543 -2.6255 4.5078
C: -0.8102 -1.6756 4.2099
C: -1.1282 -1.3958 2.8857
C: -1.4362 -3.1908 -0.4106
C: -0.7327 -4.0215 -1.2596
C: -1.3453 -5.1986 -1.6865
C: -2.6239 -5.5099 -1.2582
C: -3.3120 -4.6602 -0.4003
C: -2.7157 -3.4863 0.0335
C: -2.1025 0.0529 -2.3698
C: -2.9952 -1.0005 -2.4977
C: -3.2403 -1.5286 -3.7566
C: -2.5999 -0.9947 -4.8692
C: -1.7247 0.0723 -4.7270
C: -1.4678 0.6062 -3.4699
C: -3.1707 1.5276 -0.2508
C: -3.2214 2.8743 -0.5651
C: -4.3392 3.6030 -0.1787
C: -5.3748 2.9853 0.5018
C: -5.3133 1.6243 0.7977
C: -4.2074 0.8805 0.4252
H: 3.2151 -0.2663 2.2408
H: 5.0494 -1.6842 3.2030
H: 5.7961 -3.7022 1.9927
H: 4.7786 -4.3081 -0.1794
H: 2.9817 -2.8931 -1.1369
H: 3.6628 1.3314 -0.5239
H: 4.7078 2.2322 -2.5709
H: 3.9431 1.4561 -4.7958
H: 2.1402 -0.2263 -4.9736
H: 1.0861 -1.1377 -2.9229
H: 1.0360 -3.5687 1.3697
H: 1.5629 -4.0626 3.7349
H: 0.4108 -2.8214 5.5416
H: -1.3008 -1.1196 4.9981
H: -1.8485 -0.6319 2.6305
H: 0.2602 -3.7465 -1.5864
H: -0.8168 -5.8652 -2.3562
H: -3.0931 -6.4272 -1.5920
H: -4.3117 -4.9100 -0.0683
H: -3.2364 -2.8117 0.7046
H: -3.5047 -1.3965 -1.6297
H: -3.9334 -2.3530 -3.8668
H: -2.7902 -1.4108 -5.8510
H: -1.2366 0.4948 -5.5962
H: -0.7703 1.4225 -3.3267
H: -2.3792 3.3553 -1.0451
H: -4.3765 4.6648 -0.3832
H: -6.2274 3.5694 0.8260
H: -6.1207 1.1500 1.3415
H: -4.1320 -0.1658 0.6867
O: -4.9649 5.6063 3.6185
C: -3.9597 5.0922 3.1915
S: -2.9496 5.8056 1.9270
C: -1.7860 4.5034 1.8195
C: -1.9510 3.4842 2.6768
S: -0.8543 2.1067 2.7114
S: -3.3191 3.5461 3.7662
S: -0.5056 4.5662 0.6465
F: 6.1485 4.4388 1.2389
C: 4.8570 4.0230 1.1564
C: 4.3163 3.3145 2.2081
C: 2.9991 2.8717 2.1033
C: 2.1917 3.1321 0.9802
C: 2.8040 3.8873 -0.0329
C: 4.1277 4.3276 0.0315
H: 4.9237 3.1128 3.0831
H: 2.5879 2.3047 2.9321
H: 2.2350 4.1546 -0.9204
H: 4.5830 4.9092 -0.7619

Cartesian forces (eV/Å) of the 6 atoms listed first:
0.4 1.2 0.6
-0.5 -0.4 -0.3
0.0 -0.5 -0.4
0.0 0.1 -0.1
0.0 -0.2 -0.1
0.1 0.1 0.1

Properties
**<S²>**: 2.027
**Spin multiplicity**: 3
**Energy relative to the best compared isomer or geometry (same formula, charge and spin)**: 20.2 kJ/mol

Record 2
# C45H35ClGeNO7Ru

A structure of composition C45H35ClGeNO7Ru (the ωB97M-V functional and the def2-TZVPD basis, OMol25).

Atoms and positions in Å:
Ru: 1.1276 -0.9828 0.0901
O: 5.2315 -1.9032 4.7088
C: 4.4303 -1.8422 3.8113
C: 4.7088 -2.1542 2.3577
O: 5.7358 -2.5931 1.8932
C: 3.4604 -1.8096 1.6517
C: 2.4714 -1.4207 2.5768
O: 1.3070 -1.0942 2.0971
C: 2.9856 -1.4177 3.9359
O: 2.4144 -1.1355 4.9769
O: 3.1877 -1.7972 0.4174
Cl: 1.7166 -3.9511 -1.7007
C: 0.0122 -3.7667 -1.9450
C: -0.5481 -4.2821 -3.0985
C: -1.9194 -4.2148 -3.2885
C: -2.7138 -3.6221 -2.3216
C: -2.1401 -3.0777 -1.1864
C: -0.7637 -3.1302 -0.9568
C: -0.1789 -2.6306 0.3104
H: 0.0908 -4.7476 -3.8370
H: -2.3600 -4.6308 -4.1862
H: -3.7897 -3.5978 -2.4420
H: -2.7690 -2.6077 -0.4385
H: 0.5036 -3.3754 0.7253
H: -0.9442 -2.3767 1.0390
C: -0.4441 0.1537 0.3348
Ge: -0.5910 0.9545 2.0774
C: 1.2184 1.6709 2.4637
C: 1.9958 2.0067 1.3525
C: 3.2913 2.4817 1.5006
C: 3.8382 2.6110 2.7703
C: 3.0817 2.2685 3.8801
C: 1.7769 1.8161 3.7282
C: -1.4408 -0.2882 3.3646
C: -0.7995 -0.8690 4.4529
C: -1.4779 -1.7644 5.2703
C: -2.7970 -2.1005 5.0030
C: -3.4418 -1.5356 3.9104
C: -2.7664 -0.6330 3.1031
C: -1.8112 2.5225 2.0201
C: -1.8776 3.4008 3.0996
C: -2.7245 4.4986 3.0779
C: -3.5230 4.7387 1.9676
C: -3.4655 3.8755 0.8830
C: -2.6178 2.7767 0.9143
H: -1.2395 0.2107 -0.4059
H: 1.5679 1.9150 0.3573
H: 3.8730 2.7499 0.6262
H: 4.8482 2.9820 2.8925
H: 3.5143 2.3377 4.8706
H: 1.2059 1.5472 4.6084
H: 0.2387 -0.6448 4.6633
H: -0.9665 -2.2043 6.1180
H: -3.3231 -2.8013 5.6400
H: -4.4690 -1.8013 3.6893
H: -3.2743 -0.1848 2.2535
H: -1.2505 3.2213 3.9673
H: -2.7648 5.1717 3.9259
H: -4.1834 5.5969 1.9457
H: -4.0828 4.0626 0.0114
H: -2.5688 2.1086 0.0620
C: -4.3161 0.0684 -4.0318
O: -2.9215 -0.0961 -4.0905
C: -2.1424 0.9171 -3.5968
C: -2.6352 2.0604 -3.0004
C: -1.7679 3.0813 -2.6203
C: -0.4154 2.9610 -2.8828
C: 0.0849 1.8087 -3.4685
C: -0.7548 0.7426 -3.7889
N: -0.3408 -0.4321 -4.3903
C: 0.9243 -0.9014 -4.6745
C: 2.1358 -0.6830 -3.9745
C: 3.3624 -0.7676 -4.6687
C: 4.5644 -0.4732 -4.0631
C: 4.5909 -0.0921 -2.7253
C: 3.4168 -0.0766 -1.9899
C: 2.1920 -0.4243 -2.5636
O: 1.0810 -0.5697 -1.8427
H: -4.6279 1.0143 -4.4845
H: -4.6871 0.0198 -3.0030
H: -4.7436 -0.7554 -4.6008
H: -3.6974 2.1758 -2.8269
H: -2.1578 3.9691 -2.1406
H: 0.2596 3.7704 -2.6363
H: 1.1362 1.7364 -3.7023
H: -1.1040 -1.0071 -4.7079
H: 0.9677 -1.4970 -5.5799
H: 3.3364 -1.0421 -5.7178
H: 5.4831 -0.5177 -4.6343
H: 5.5305 0.1602 -2.2511
H: 3.4398 0.1587 -0.9319

Cartesian forces (eV/Å) of the 6 atoms listed first:
-0.4 -0.3 -0.2
-0.1 0.0 0.0
0.4 0.0 0.4
0.1 -0.2 -0.6
0.0 0.1 0.1
-0.5 0.3 0.7

Properties
**E_tot**: -4949.17650 Eh
**<S²>**: 6.070
**Spin multiplicity**: 5
**Net charge**: -1

Record 3
# C45H36Br3Ge2IKN4O5S3

A structure of composition C45H36Br3Ge2IKN4O5S3 (the ωB97M-V functional and the def2-TZVPD basis, OMol25).

Atoms and positions in Å:
K: -1.0299 0.8633 0.7734
O: -5.0138 0.2342 -2.0583
C: -4.0191 0.1600 -1.1415
O: -3.8074 1.0366 -0.3524
C: -3.2463 -1.1256 -1.2330
C: -3.7774 -2.2683 -1.8012
C: -2.9962 -3.4179 -1.7855
C: -1.7320 -3.3673 -1.2361
C: -1.2694 -2.1591 -0.7155
N: -2.0259 -1.0684 -0.7094
C: 0.1533 -2.0675 -0.1347
O: 0.7426 -3.1572 -0.0094
O: 0.5717 -0.9150 0.1562
H: -5.3939 1.1184 -1.9454
H: -4.7704 -2.2529 -2.2279
H: -3.3772 -4.3426 -2.2026
H: -1.0822 -4.2288 -1.1877
Br: -2.8895 3.4187 -3.2857
C: -2.9635 4.0541 -1.4925
C: -3.9518 4.9728 -1.1529
C: -4.0708 5.4194 0.1361
Br: -5.4384 6.6967 0.5341
C: -3.2105 4.9406 1.1509
C: -3.2857 5.3210 2.5081
C: -2.4250 4.7802 3.4189
C: -1.4718 3.8443 2.9814
N: -1.3637 3.4768 1.7278
C: -2.2016 4.0013 0.8004
C: -2.0234 3.5194 -0.5800
O: -1.1315 2.6918 -0.8869
H: -4.6267 5.3349 -1.9168
H: -4.0389 6.0348 2.8152
H: -2.4761 5.0489 4.4664
H: -0.7870 3.3813 3.6856
C: 3.5682 1.7051 0.7359
Ge: 3.4293 0.6861 -0.9361
C: 3.8126 -1.1878 -0.5572
C: 4.8834 1.3353 -2.1040
Ge: 1.2504 1.1794 -1.9086
C: 1.4691 2.7837 -3.0217
C: 2.0750 3.9046 -2.4458
C: 2.2407 5.0815 -3.1656
C: 1.7928 5.1614 -4.4781
C: 1.1814 4.0592 -5.0618
C: 1.0209 2.8819 -4.3396
C: 0.4656 -0.2152 -3.0438
C: 1.0852 -1.4572 -3.2130
C: 0.4700 -2.4676 -3.9424
C: -0.7828 -2.2564 -4.5040
C: -1.4210 -1.0361 -4.3251
C: -0.8037 -0.0260 -3.5981
H: 4.4496 1.3837 1.2966
H: 2.6852 1.5448 1.3570
H: 3.6583 2.7734 0.5250
H: 4.7180 -1.2538 0.0514
H: 3.9790 -1.7402 -1.4843
H: 2.9685 -1.6382 -0.0360
H: 5.8113 1.4190 -1.5315
H: 4.6329 2.3132 -2.5194
H: 5.0403 0.6376 -2.9288
H: 2.4072 3.8614 -1.4129
H: 2.7080 5.9409 -2.6986
H: 1.9105 6.0809 -5.0396
H: 0.8205 4.1176 -6.0826
H: 0.5411 2.0327 -4.8105
H: 2.0410 -1.6492 -2.7429
H: 0.9577 -3.4298 -4.0462
H: -1.2730 -3.0507 -5.0553
H: -2.4142 -0.8774 -4.7308
H: -1.3301 0.9066 -3.4233
Br: 2.4114 2.4124 5.8012
C: 3.1440 1.0610 4.6834
C: 4.5289 0.9957 4.6016
C: 5.1258 0.0324 3.8034
C: 4.3360 -0.8491 3.0791
C: 2.9554 -0.7717 3.1616
C: 2.3393 0.1747 3.9779
I: 0.2396 0.1607 4.0048
H: 5.1275 1.7016 5.1611
H: 6.2057 -0.0147 3.7382
H: 4.7899 -1.5879 2.4319
H: 2.3359 -1.4363 2.5692
S: -2.1668 -5.4467 6.0824
C: -2.2885 -4.2238 4.9443
S: -2.9427 -2.6704 5.3165
C: -2.6016 -2.0815 3.6873
N: -2.0641 -3.0020 2.9546
N: -1.9018 -4.1825 3.6535
C: -1.2707 -5.2022 2.8843
C: -1.5551 -6.5483 3.0646
C: -0.9391 -7.4888 2.2480
C: -0.0558 -7.1018 1.2498
C: 0.2107 -5.7506 1.0675
C: -0.3897 -4.8011 1.8807
S: -2.8802 -0.4700 3.2380
H: -2.2439 -6.8579 3.8360
H: -1.1667 -8.5375 2.3966
H: 0.4114 -7.8458 0.6162
H: 0.8771 -5.4015 0.2878
H: -0.1915 -3.7493 1.7012

Cartesian forces (eV/Å) of the 6 atoms listed first:
-0.3 0.2 0.7
0.0 0.0 0.0
0.1 -0.2 0.0
0.1 0.0 0.0
0.1 0.1 0.1
0.0 -0.1 0.0

Properties
**<S²>**: 0.755
**Spin multiplicity**: 2
**Net charge**: -2
**Energy relative to the best compared isomer or geometry (same formula, charge and spin)**: 46.7 kJ/mol

Record 4
# C45H36F12NO2PtSSbTe

A structure of composition C45H36F12NO2PtSSbTe (the ωB97M-V functional and the def2-TZVPD basis, OMol25).

Atoms and positions in Å:
Pt: 0.4233 0.7926 0.4952
C: 4.6970 -3.9154 3.3522
C: 3.5052 -3.0778 2.9715
C: 2.5445 -2.7029 3.9043
C: 1.4886 -1.8955 3.5483
C: 1.3004 -1.4194 2.2301
N: 0.2668 -0.5695 1.9542
C: -0.8819 -0.5284 2.7261
C: -1.4749 -1.7435 3.1113
C: -2.6359 -1.7961 3.8510
C: -3.2956 -0.6284 4.2125
C: -4.6037 -0.6598 4.9587
C: -2.7279 0.5752 3.8232
C: -1.5371 0.6690 3.1012
C: -0.9141 2.0644 2.8476
O: 0.1287 2.1475 1.9843
C: -1.9834 3.1080 2.3853
F: -2.9220 3.4317 3.3230
F: -2.6572 2.6594 1.3209
F: -1.4137 4.2655 2.0416
C: -0.3175 2.5285 4.2140
F: -1.2190 2.5950 5.2269
F: 0.2449 3.7453 4.1397
F: 0.6342 1.6730 4.6111
C: 2.2668 -1.8147 1.2664
C: 3.3389 -2.6058 1.6782
C: 2.1983 -1.3637 -0.2126
O: 1.0177 -0.8088 -0.6319
C: 2.3218 -2.6044 -1.1595
F: 3.4476 -3.3500 -1.0655
F: 2.2492 -2.2313 -2.4502
F: 1.3067 -3.4547 -0.9336
C: 3.4098 -0.4109 -0.4959
F: 3.2800 0.2312 -1.6562
F: 4.5920 -1.0905 -0.5692
F: 3.5756 0.4988 0.4670
H: 4.4085 -4.7749 3.9634
H: 5.4325 -3.3427 3.9263
H: 5.2034 -4.2967 2.4637
H: 2.6361 -3.0244 4.9385
H: 0.7873 -1.5783 4.3085
H: -0.9951 -2.6592 2.7882
H: -3.0594 -2.7614 4.1133
H: -4.8108 -1.6623 5.3382
H: -5.4400 -0.3731 4.3135
H: -4.5997 0.0268 5.8086
H: -3.2293 1.4853 4.1205
H: 4.0955 -2.8695 0.9537
C: -5.2368 1.8288 -0.4416
C: -5.5161 0.6244 -1.3002
C: -6.7958 0.4391 -1.8210
C: -7.0962 -0.6521 -2.6247
C: -6.1031 -1.5731 -2.9228
C: -4.8271 -1.3944 -2.4028
C: -4.5141 -0.3124 -1.5849
Sb: -2.4742 -0.1688 -0.7296
C: -2.6852 -2.2493 -0.0966
C: -1.7989 -3.2625 -0.4461
C: -1.9245 -4.5559 0.0454
C: -2.9541 -4.8618 0.9167
C: -3.8375 -3.8614 1.2914
C: -3.7187 -2.5603 0.8086
C: -4.7264 -1.5531 1.2981
C: -1.6966 -0.4032 -2.7465
C: -0.7192 -1.3539 -3.0268
C: -0.3101 -1.6159 -4.3281
C: -0.8534 -0.8926 -5.3744
C: -1.7410 0.1352 -5.0939
C: -2.1566 0.4074 -3.7941
C: -3.0200 1.6190 -3.5555
H: -6.1203 2.4640 -0.3585
H: -4.4222 2.4290 -0.8511
H: -4.9257 1.5438 0.5665
H: -7.5689 1.1658 -1.5911
H: -8.0988 -0.7776 -3.0178
H: -6.3180 -2.4276 -3.5545
H: -4.0548 -2.1200 -2.6381
H: -0.9721 -3.0548 -1.0988
H: -1.1991 -5.3076 -0.2425
H: -3.0583 -5.8621 1.3215
H: -4.6343 -4.0820 1.9954
H: -5.1166 -1.8562 2.2709
H: -5.5624 -1.4670 0.6015
H: -4.2906 -0.5600 1.4272
H: -0.2095 -1.8496 -2.2187
H: 0.4595 -2.3582 -4.5041
H: -0.5411 -1.0763 -6.3962
H: -2.0965 0.7729 -5.8968
H: -2.9339 2.3058 -4.3989
H: -2.6867 2.1574 -2.6628
H: -4.0733 1.3647 -3.4233
Te: 0.6678 2.9887 -0.9508
C: 0.6640 2.7838 -3.0545
C: -0.0850 3.5301 -3.9288
C: 0.2502 3.3197 -5.2944
C: 1.2490 2.4050 -5.4500
S: 1.7740 1.8141 -3.9304
H: -0.8499 4.2156 -3.5890
H: -0.2434 3.8122 -6.1233
H: 1.6666 2.0311 -6.3721

Cartesian forces (eV/Å) of the 6 atoms listed first:
0.4 0.1 0.3
0.0 0.0 0.0
0.0 0.0 -0.1
0.0 0.0 0.0
0.1 0.0 0.0
0.0 -0.1 0.0

Properties
**Net charge**: -2
**Energy relative to the best compared isomer or geometry (same formula, charge and spin)**: 0.0 kJ/mol

Record 5
# C45H36N5O6P2TeV

A structure of composition C45H36N5O6P2TeV (the ωB97M-V functional and the def2-TZVPD basis, OMol25).

Atoms and positions in Å:
V: 1.1203 -0.3485 1.2841
Te: -2.6366 -1.6596 -2.2235
C: -3.7128 0.1624 -2.5147
C: -4.6467 0.6013 -1.5880
C: -5.3139 1.7972 -1.8130
N: -5.1260 2.5570 -2.8912
C: -4.2545 2.1123 -3.7946
C: -3.5297 0.9368 -3.6522
C: -1.2070 -1.0492 -0.8478
P: -1.1500 -1.2543 0.9146
C: -1.6974 0.0599 1.9692
C: -2.8520 0.8545 1.9036
C: -3.2034 1.9992 2.5946
C: -2.4260 2.7735 3.5145
C: -1.0978 2.8800 3.6488
C: -0.4693 0.3129 2.6223
C: -2.0769 -2.7565 1.3173
C: -3.4412 -2.7298 1.5909
C: -4.1268 -3.9101 1.8360
C: -3.4547 -5.1236 1.8119
C: -2.0922 -5.1570 1.5465
C: -1.4065 -3.9768 1.3022
P: 0.4125 -0.5836 -1.2178
C: 0.5408 1.2101 -1.7601
C: -0.0466 1.7822 -3.0213
C: -0.2065 3.1030 -3.0437
C: 0.1041 3.9030 -1.7866
C: 1.5890 3.8654 -1.5125
C: 2.3514 2.7688 -1.5528
C: 1.1246 -1.5455 -2.5819
C: 1.0659 -2.9323 -2.4395
C: 1.6106 -3.7636 -3.4036
C: 2.2246 -3.2174 -4.5236
C: 2.2967 -1.8397 -4.6662
C: 1.7534 -1.0053 -3.6986
H: -4.8645 0.0195 -0.6999
H: -6.0355 2.1624 -1.0891
H: -4.1202 2.7327 -4.6754
H: -2.8302 0.6363 -4.4201
H: -3.6062 0.5105 1.1956
H: -4.2210 2.3424 2.4523
H: -2.9764 3.4192 4.1946
H: -0.5596 3.3728 4.4438
H: -0.2310 0.0840 3.6590
H: -3.9678 -1.7837 1.6233
H: -5.1885 -3.8822 2.0449
H: -3.9921 -6.0434 2.0037
H: -1.5644 -6.1019 1.5346
H: -0.3407 -3.9943 1.0997
H: -0.2509 1.1476 -3.8726
H: -0.5666 3.6177 -3.9265
H: -0.2338 4.9328 -1.8856
H: 2.0941 4.7943 -1.2862
H: 3.4217 2.8210 -1.4006
H: 0.5777 -3.3550 -1.5677
H: 1.5549 -4.8377 -3.2830
H: 2.6469 -3.8646 -5.2812
H: 2.7788 -1.4088 -5.5343
H: 1.8436 0.0657 -3.8133
O: 2.9912 0.4912 0.7553
C: 4.0754 -0.0665 0.7541
C: 4.3558 -1.4374 1.0222
C: 5.7141 -1.8172 0.9802
C: 6.0798 -3.1186 1.1903
C: 5.1084 -4.1014 1.4379
C: 3.7811 -3.7594 1.4766
C: 3.3423 -2.4232 1.2789
O: 2.0842 -2.1691 1.3284
N: 7.4948 -3.4916 1.1497
O: 7.7786 -4.6609 1.3321
O: 8.3120 -2.6084 0.9576
H: 4.9451 0.5394 0.4967
H: 6.4774 -1.0784 0.7765
H: 5.4324 -5.1206 1.5913
H: 3.0143 -4.5004 1.6587
N: 1.7308 -0.2670 4.6101
N: 2.2880 -0.0733 3.3026
H: 2.4531 -0.1705 5.3161
H: 1.3811 -1.2166 4.6518
H: 3.1504 -0.6021 3.1887
H: 2.5376 0.9083 3.2224
O: 1.9706 1.4867 -1.7695
C: -0.0470 1.9107 -0.5750
N: 0.2964 1.6021 0.6239
C: -0.2190 2.6053 1.4632
O: -0.2492 2.1986 2.7712
C: -0.7209 3.6527 0.7945
C: -1.4804 4.8265 1.2099
C: -2.5761 5.1252 0.5060
C: -3.0086 4.2351 -0.5803
C: -2.2143 3.2910 -1.0801
C: -0.7600 3.2161 -0.6483
H: -1.1709 5.4066 2.0664
H: -3.1836 5.9826 0.7646
H: -4.0094 4.3412 -0.9827
H: -2.5427 2.6496 -1.8815

Cartesian forces (eV/Å) of the 6 atoms listed first:
-0.7 0.2 0.1
0.1 0.2 0.1
0.0 -0.2 0.0
-0.1 0.0 0.1
0.0 0.0 0.0
0.0 0.0 0.0

Properties
**<S²>**: 2.068
**Spin multiplicity**: 3
**Energy relative to the best compared isomer or geometry (same formula, charge and spin)**: 867.1 kJ/mol

| no. | F_max (eV/A) | M (Da) |
| --- | --- | --- |
| 1 | 1.42 | 941.205 |
| 2 | 1.18 | 910.908 |
| 3 | 0.78 | 1359.941 |
| 4 | 0.53 | 1327.269 |
| 5 | 3.19 | 983.304 |